96
Properties=species:S:1:pos:R:3 method="wB97M-V/def2-TZVPD" lumo_ha=-0.2958 charge=+4 e_above_lowest_ev=0.000 total_energy_ev=-59393.38929
C 8.1442 -1.3703 1.7361
C 7.5087 -0.3214 0.8287
N 6.1214 -0.6443 0.5200
C 5.0283 -0.2053 1.2153
C 3.9404 -0.8769 0.7513
N 4.3737 -1.5945 -0.3432
C 5.7003 -1.4920 -0.4273
C 3.5477 -2.4969 -1.1168
H 9.1947 -1.1089 1.8783
H 8.1217 -2.3530 1.2689
H 7.7461 -1.4079 2.7497
H 8.0809 -0.3078 -0.1029
H 7.5882 0.7199 1.1373
H 5.0949 0.5378 1.9906
H 2.8810 -0.8449 0.9512
H 6.3627 -1.9947 -1.1123
H 2.8476 -1.9092 -1.7140
H 3.0749 -3.1796 -0.4172
H 4.1155 -3.0136 -1.8893
C -4.3114 1.6730 0.2319
C -3.2950 0.8152 -0.5528
N -2.7995 1.5474 -1.7264
C -3.5825 2.0107 -2.7492
C -2.8201 2.7737 -3.5479
N -1.5466 2.7735 -3.0079
C -1.5731 2.0539 -1.8784
C -0.4461 3.5828 -3.4912
H -5.2478 1.6246 -0.3314
H -4.0429 2.7296 0.2247
H -4.5225 1.3167 1.2349
H -3.7084 -0.1137 -0.9323
H -2.4636 0.6517 0.1296
H -4.6323 1.7721 -2.7974
H -3.0075 3.3519 -4.4348
H -0.7102 1.9526 -1.2387
H -0.8132 4.5594 -3.8023
H -0.0090 3.1207 -4.3752
H 0.2861 3.7039 -2.6981
C -0.1260 4.4504 7.0213
C -1.5233 4.1090 6.4639
N -1.4478 3.5117 5.1318
C -2.2075 3.8720 4.0394
C -1.8303 3.0801 3.0011
N -0.8178 2.2721 3.4668
C -0.5897 2.5703 4.7438
C -0.0627 1.3359 2.6488
H -0.2213 4.9325 7.9901
H 0.4166 5.1146 6.3486
H 0.4569 3.5373 7.1379
H -2.1994 4.9589 6.4361
H -1.9595 3.4240 7.1925
H -3.0360 4.5513 4.1475
H -2.1922 2.9807 1.9947
H 0.0592 2.0110 5.3960
H 0.8660 1.0774 3.1540
H 0.2468 1.7538 1.6920
H -0.6193 0.4331 2.4030
C -4.0980 0.4972 -6.7517
C -2.9590 -0.4655 -7.0738
N -1.9620 -0.5158 -5.9813
C -2.1547 -1.1183 -4.7643
C -1.0129 -0.9065 -4.0706
N -0.1495 -0.1838 -4.8283
C -0.7861 0.1374 -5.9762
C 1.2100 0.2158 -4.4915
H -4.7749 0.0327 -6.0331
H -4.7015 0.6509 -7.6485
H -3.7695 1.4834 -6.4510
H -2.4806 -0.1754 -8.0067
H -3.3595 -1.4667 -7.2176
H -3.0666 -1.6520 -4.5632
H -0.6935 -1.3267 -3.1249
H -0.4637 0.7670 -6.7888
H 1.3446 0.3297 -3.4155
H 1.4153 1.1871 -4.9330
H 1.9091 -0.5395 -4.8426
C -0.0328 -2.8199 4.8076
C -1.3348 -3.1405 4.0891
N -1.1500 -3.8821 2.8625
C -1.3997 -5.2305 2.7139
C -1.1986 -5.5229 1.4015
N -0.6660 -4.3961 0.8136
C -0.5922 -3.4351 1.7284
C -0.2008 -4.2970 -0.5654
H -0.2544 -2.1999 5.6792
H 0.6849 -2.2346 4.2317
H 0.4177 -3.7385 5.1814
H -1.8828 -2.2247 3.8560
H -1.9767 -3.7388 4.7327
H -1.7876 -5.8502 3.5043
H -1.3394 -6.4040 0.7984
H -0.2213 -2.4220 1.6362
H 0.6044 -5.0232 -0.6874
H 0.1926 -3.3105 -0.7920
H -1.0303 -4.5914 -1.2046
Cl 0.2807 -0.5015 -0.3951



129
Properties=species:S:1:pos:R:3 method="wB97M-V/def2-TZVPD" lumo_ha=-0.0131 charge=0 e_above_lowest_ev=0.000 total_energy_ev=-88117.22145
N 0.1840 3.3803 1.0053
H 0.9700 3.1213 1.7313
H -0.5210 2.6653 0.9273
H 0.5440 3.3313 0.0523
H -0.0570 4.2653 1.1383
N 3.1720 -0.4577 -2.1437
H 3.8320 -0.9787 -2.4647
H 2.1980 -0.7747 -2.4357
H 3.0950 0.5103 -2.4547
H 3.2100 -0.4527 -1.1167
S 0.5460 0.7913 -0.0817
O 1.7990 1.3543 -0.4277
O 0.2340 0.9863 1.2943
O -0.5060 1.4273 -0.8197
O 0.6200 -0.6137 -0.4157
O 3.0150 -5.8217 -0.8887
C 2.8950 -4.7537 -0.3667
O 3.7770 -4.1127 0.4823
C 5.0290 -4.5957 0.9363
C 5.5060 -3.6707 1.9673
C 1.6640 -3.9527 -0.7057
H 5.8160 -4.5247 0.0773
H 5.0460 -5.7087 1.3423
H 5.3910 -2.7647 1.6953
H 6.5130 -4.0797 2.1943
H 4.9530 -3.7367 2.9253
H 1.5950 -3.1127 -0.1177
H 0.7460 -4.5787 -0.5277
H 1.6650 -3.6917 -1.7947
O 0.1100 -4.2187 -2.1737
C -0.2730 -3.2627 -2.9267
O -0.9700 -3.3937 -4.0377
C -1.2180 -4.6267 -4.6247
C -2.1950 -4.3757 -5.7847
C 0.1240 -1.7937 -2.6037
H -1.6240 -5.2857 -3.8457
H -0.3400 -5.1547 -5.0517
H -2.5360 -5.2807 -6.2627
H -2.0360 -3.5187 -6.6557
H -3.2960 -4.0227 -5.4327
H 1.3020 -1.8207 -2.4987
H -0.4770 -1.5537 -1.7757
H -0.2080 -1.0907 -3.3437
O -1.6590 4.6133 -1.1477
C -1.2170 4.8403 -2.2217
O -1.6400 5.7533 -3.2007
C -2.6720 6.7123 -2.7127
C -3.2780 7.5303 -3.9197
C -0.0800 4.0003 -2.7727
H -2.3490 7.4783 -2.1217
H -3.5870 6.0763 -2.5067
H -2.4880 8.2573 -4.1927
H -4.0820 8.2753 -3.6107
H -3.5460 6.8953 -4.6527
H 0.9540 4.5023 -2.7987
H -0.1010 3.6643 -3.8447
H 0.2250 3.0673 -2.1387
O -2.3220 0.9823 4.5423
C -1.9800 1.0473 3.3733
O -2.3180 1.8853 2.5263
C -3.3150 2.8583 2.9293
C -3.8880 3.5493 1.6853
C -0.9470 0.0223 2.7943
H -3.0000 3.6463 3.6123
H -4.3970 2.3933 3.2143
H -3.2930 4.0633 0.9143
H -4.6550 4.1703 1.9173
H -4.4580 2.6723 1.2973
H -0.2930 -0.4937 3.5703
H -0.2320 0.4633 2.3053
H -1.2900 -0.8057 2.2173
O 2.0760 4.9503 4.5793
C 1.4210 4.0433 4.0073
O 0.0970 3.9143 4.1023
C -0.6560 4.7413 4.9083
C -1.8750 4.0133 5.3373
C 2.0550 3.0153 3.1823
H -1.0640 5.7293 4.3783
H -0.0490 5.2043 5.6993
H -2.2720 4.4443 6.2933
H -1.7430 2.9033 5.7643
H -2.7100 4.0983 4.6853
H 1.9400 2.0893 3.5853
H 2.9880 3.2853 2.6843
H 1.6470 3.1673 2.3003
O -0.5270 -3.3547 3.6573
C -0.4500 -3.8257 2.5183
O 0.0620 -4.9337 2.1373
C 0.7020 -5.7587 3.0113
C 1.4060 -6.9837 2.2923
C -1.0920 -2.9897 1.4713
H -0.2060 -6.1547 3.6273
H 1.4510 -5.2597 3.5733
H 0.5350 -7.3797 1.5963
H 1.5950 -7.7407 3.1403
H 2.3490 -6.8447 1.8643
H -2.2470 -3.2837 1.3533
H -0.7880 -3.5207 0.5463
H -0.8710 -1.8647 1.5153
C 2.2190 -1.0737 2.3903
C 3.1470 -1.1757 3.7283
O 3.9070 -0.1977 3.9333
C 3.0230 -2.2867 4.6183
H 2.4930 -0.2867 1.6223
H 1.2690 -0.5627 2.6553
H 2.1460 -2.1207 2.0033
H 2.2430 -1.9057 5.3853
H 3.9320 -2.2887 5.2833
H 2.8560 -3.1077 3.9973
C -0.0780 -0.0247 -6.4147
C 0.8560 0.3663 -5.2517
O 1.9330 -0.1187 -5.0877
C 0.3950 1.4723 -4.2277
H 0.4160 -0.5897 -7.2637
H -0.3350 0.9093 -6.6597
H -0.8120 -0.4647 -5.9517
H 0.1840 2.2353 -4.9007
H 1.2540 1.6953 -3.6107
H -0.4690 1.0123 -3.6457
C -3.6680 -0.3767 -2.4007
C -3.5710 0.7243 -1.3987
O -4.6510 1.5003 -1.2407
C -2.3340 1.1553 -0.7407
H -3.3950 -0.0577 -3.3667
H -4.5960 -0.8347 -2.4207
H -2.9650 -1.1227 -2.2257
H -2.5740 2.1503 -0.2617
H -1.6260 1.1103 -1.5457
H -2.3530 0.3873 0.1383